ORCA calculation (ωB97M-V/def2-TZVPD) on a 9-piece molecular cluster, C29H76NO30P7S overall.

The structure (SMILES) is COP(=O)(OC)OC.COP(=O)(OC)OC.COP(=O)(OC)OC.COP(=O)(OC)OC.COP(=O)(OC)OC.COP(=O)(OC)OC.COP(=O)(OC)OC.O=S1(=O)CCCC1.c1cc[nH]c1. As for the orbital gap: 0.3267 Ha. The calculation puts the HOMO energy at -8.7788 eV.

The geometry in ORCA input format:
```
! wB97M-V def2-TZVPD RIJCOSX def2/J DEFGRID3
* xyz 0 1
S 4.809 0.798 2.730
P -0.586 0.860 -0.566
P -7.012 -0.515 -2.538
P -1.399 -4.398 0.997
P 4.970 1.260 -3.192
P 4.574 -3.790 -0.024
P -3.927 4.684 -2.196
P 2.200 5.172 2.336
O 4.107 0.162 -3.674
O -5.464 5.098 -2.348
O 2.324 4.561 0.879
O 5.321 1.195 -1.646
O 2.882 4.061 3.242
O -0.336 1.918 -1.541
O 5.546 -2.809 0.486
O 5.824 1.835 2.749
O -3.777 3.287 -2.971
O 4.382 2.754 -3.367
O -3.005 5.737 -2.613
O 0.315 -0.479 -0.757
O -0.736 -3.286 0.091
O -0.403 1.255 0.963
O -0.484 -5.412 1.550
O 3.786 0.754 1.717
O 3.537 -4.375 1.053
O 0.645 5.051 2.698
O -5.808 -1.082 -3.444
O 2.749 6.526 2.399
O -7.148 -1.670 -1.445
O -3.827 4.251 -0.659
O 6.406 1.413 -3.875
O -2.061 0.239 -0.573
O -2.504 -4.996 0.021
O 3.552 -3.217 -1.125
O 5.225 -5.035 -0.746
O -8.301 -0.681 -3.469
O -2.205 -3.566 2.066
O -6.868 0.836 -1.997
N -3.441 1.095 4.270
C -3.847 -0.627 2.919
C 3.967 0.781 4.309
C -6.457 4.105 -2.017
C -2.556 3.944 -0.071
C -3.569 -0.270 4.216
C 5.561 -0.870 3.050
C -3.667 1.620 3.034
C -0.036 3.887 3.127
C 4.027 -2.913 -2.435
C 2.443 -3.597 1.574
C 3.022 2.983 -2.984
C -4.207 3.297 -4.327
C 6.544 1.444 -5.290
C -8.501 -1.904 -4.153
C -3.263 -6.147 0.355
C 2.040 3.208 0.553
C 6.417 -5.673 -0.293
C -6.059 -1.953 -0.594
C 4.647 -1.583 4.011
C 1.734 -0.280 -0.664
C -2.580 -0.341 -1.746
C 5.919 -0.012 -1.111
C 3.498 -0.673 4.463
C 2.904 4.378 4.634
C -0.054 -3.670 -1.092
C -3.951 0.571 2.197
C -5.219 -0.186 -4.371
C -0.610 0.301 2.004
C -1.603 -3.332 3.348
H -3.501 0.153 -2.060
H 4.719 1.019 5.068
H -3.750 2.688 2.919
H 1.987 -0.631 0.338
H 3.071 -0.921 5.430
H -0.791 -4.042 3.497
H 5.617 1.180 -5.796
H -7.835 -1.979 -5.017
H -8.324 -2.832 -3.604
H 2.381 -2.606 1.133
H -5.133 -1.471 -0.921
H -2.724 -1.411 -1.608
H 5.073 -2.593 -2.470
H -6.071 3.117 -1.776
H 2.827 5.428 4.922
H -3.030 -6.989 -0.298
H 5.941 -1.361 2.159
H 6.979 2.393 -5.599
H 7.285 -5.402 -0.894
H 2.430 2.077 -2.857
H -5.823 0.720 -4.489
H 6.583 -5.512 0.770
H 6.258 -6.737 -0.484
H 2.963 3.673 -2.146
H -3.571 2.665 -4.953
H 2.513 -3.626 2.661
H 3.234 1.580 4.382
H -1.130 -2.347 3.295
H -3.462 -0.831 5.132
H 0.658 3.048 3.219
H 2.230 -0.893 -1.415
H -1.241 -0.525 1.683
H -2.312 4.621 0.746
H -4.196 0.108 -4.145
H -5.733 -2.998 -0.565
H -0.437 4.065 4.127
H 4.154 -2.491 3.670
H -5.232 -0.593 -5.386
H 2.171 3.804 5.202
H -7.071 4.436 -1.181
H 6.419 -0.470 3.595
H 5.072 -0.530 -0.671
H -2.340 -3.308 4.143
H -4.318 -5.908 0.235
H 5.189 -1.773 4.942
H -1.122 0.807 2.823
H -3.070 -6.512 1.365
H -5.219 2.900 -4.432
H -4.056 -1.618 2.552
H 1.813 2.550 1.391
H 6.389 -0.576 -1.917
H 0.949 -3.245 -1.099
H 0.354 -0.019 2.406
H -9.518 -1.979 -4.531
H -0.559 -3.236 -1.959
H -7.098 4.048 -2.897
H -0.861 3.599 2.479
H -3.348 1.666 5.090
H -6.244 -1.692 0.447
H 3.900 4.110 4.996
H 3.489 -2.137 -2.973
H -4.086 4.298 -4.751
H -1.976 -0.239 -2.655
H 2.815 2.723 -0.036
H 7.304 0.715 -5.585
H 2.539 3.500 -3.819
H 2.039 0.756 -0.816
H -4.248 0.706 1.167
H -0.012 -4.737 -1.315
H 6.691 0.306 -0.415
H 1.553 -4.179 1.319
H 1.124 3.246 -0.041
H -2.644 2.906 0.252
H 2.700 -0.784 3.718
H -1.761 3.991 -0.816
H 4.027 -3.842 -3.011
*
```

Atom charges from the Löwdin analysis, given in e for atoms 1 to 8:
1. S 0.6812
2. P 0.4011
3. P 0.3981
4. P 0.3524
5. P 0.3904
6. P 0.4052
7. P 0.3698
8. P 0.3661